{
  "formula": "C12H22GaN2S4SbSi2",
  "method": "the ωB97M-V functional and the def2-TZVPD basis",
  "fmax_ev_per_a": 0.13,
  "energy_ha": -4917.0590,
  "de_lowest_ev": 0.4183,
  "total_charge": -2,
  "spin_multiplicity": 1,
  "homo_lumo_gap_ha": 0.2287,
  "mol_weight_g_mol": 570.25,
  "symbols": ["Ga", "C", "Si", "C", "C", "N", "C", "C", "C", "C", "C", "C", "N", "Si", "C", "C", "C", "H", "H", "H", "H", "H", "H", "H", "H", "H", "H", "H", "H", "H", "H", "H", "H", "H", "H", "H", "H", "H", "H", "S", "Sb", "S", "S", "S"],
  "positions_angstrom": [[0.4399, 0.9202, 0.0661], [-1.8801, 0.3471, -3.8312], [-0.1563, 0.4390, -3.0722], [0.3948, 2.2165, -3.1359], [1.0165, -0.5652, -4.1556], [-0.1336, -0.1062, -1.4366], [-0.4716, -1.3810, -0.9938], [-0.9195, -2.4108, -1.8162], [-1.2429, -3.6702, -1.3107], [-1.1149, -3.9153, 0.0420], [-0.6635, -2.9016, 0.8875], [-0.3384, -1.6347, 0.4095], [0.1190, -0.5839, 1.1982], [0.3673, -0.6326, 2.9063], [-1.2207, -1.0332, 3.8407], [0.9656, 1.0306, 3.4874], [1.6688, -1.9141, 3.3790], [-1.8690, 0.7759, -4.8378], [-2.5754, 0.9334, -3.2254], [-2.2720, -0.6688, -3.8992], [0.3487, 2.5751, -4.1689], [1.4172, 2.3336, -2.7707], [-0.2328, 2.8596, -2.5161], [1.0401, -0.1565, -5.1703], [0.7446, -1.6202, -4.2201], [2.0275, -0.5055, -3.7451], [-1.0208, -2.2300, -2.8789], [-1.5912, -4.4454, -1.9834], [-1.3604, -4.8875, 0.4537], [-0.5634, -3.1070, 1.9455], [-1.9806, -0.2863, 3.5987], [-1.0424, -0.9918, 4.9194], [-1.6304, -2.0157, 3.6015], [0.2200, 1.8101, 3.3214], [1.8681, 1.3433, 2.9575], [1.1886, 0.9861, 4.5576], [1.3839, -2.9336, 3.1134], [1.8615, -1.8832, 4.4554], [2.6046, -1.6845, 2.8633], [-0.9805, 8.5157, 1.5961], [0.9815, 7.3651, 1.6536], [0.1163, 3.0933, 0.4832], [2.1576, 2.3740, 0.1663], [2.3279, 8.2464, 3.2647]],
  "forces_ev_per_a": [[-0.01, -0.06, 0.03], [0.00, 0.01, 0.00], [0.00, -0.01, -0.02], [0.00, -0.01, -0.01], [0.00, 0.00, -0.01], [0.01, 0.01, -0.01], [0.01, -0.01, 0.00], [-0.01, 0.00, -0.01], [0.00, 0.00, 0.00], [0.00, 0.00, 0.00], [-0.01, 0.01, 0.00], [0.02, -0.01, 0.00], [-0.02, 0.01, -0.01], [0.01, -0.02, -0.01], [0.00, 0.01, 0.00], [0.00, 0.00, -0.01], [0.00, 0.00, 0.00], [0.00, -0.01, 0.00], [0.00, 0.00, 0.00], [0.00, 0.00, 0.00], [0.00, 0.00, 0.00], [0.00, 0.00, 0.00], [-0.01, 0.00, 0.00], [0.00, 0.00, 0.00], [0.00, 0.00, 0.00], [0.00, 0.00, 0.00], [0.00, 0.00, 0.00], [0.00, 0.00, 0.00], [0.00, 0.00, 0.00], [0.00, 0.00, 0.00], [0.00, 0.00, 0.00], [0.00, 0.00, 0.00], [0.00, 0.00, 0.00], [0.00, 0.00, 0.00], [0.00, 0.00, 0.00], [0.00, 0.01, 0.00], [0.00, 0.00, 0.00], [-0.01, 0.00, 0.00], [0.00, 0.00, 0.00], [-0.02, 0.01, -0.03], [-0.03, 0.10, 0.07], [0.04, -0.03, 0.00], [-0.01, -0.02, -0.01], [0.04, 0.00, 0.00]],
  "lowdin_charge": [-0.17, -0.18, 0.38, -0.20, -0.18, -0.12, -0.29, -0.07, -0.14, -0.14, -0.07, -0.29, -0.12, 0.38, -0.18, -0.20, -0.18, 0.02, 0.03, 0.01, 0.03, 0.01, 0.01, 0.02, 0.01, 0.03, 0.07, 0.08, 0.08, 0.07, 0.03, 0.02, 0.01, 0.02, 0.00, 0.03, 0.01, 0.02, 0.03, -0.51, 0.06, 0.05, 0.04, -0.52]
}